Entry from OMol25: a structure of composition C6H8NaO6 at a distorted geometry (ωB97M-V/def2-TZVPD).

Last column: Löwdin spin population.
Positions of all 21 atoms, in Å:
O  -3.83  2.32  0.66  0.000
C  -3.14  1.33  1.02  0.000
O  -3.65  0.24  1.38  0.000
O  -1.81  1.46  0.92  0.000
C  -1.01  0.29  1.05  0.000
C  0.42  0.64  0.69  0.002
C  1.35  -0.55  0.91  0.000
C  2.61  -0.51  0.06  0.116
O  3.34  0.61  0.12  0.769
H  -1.39  -0.50  0.39  0.000
H  -1.07  -0.08  2.08  0.000
H  0.76  1.49  1.30  0.000
H  0.47  0.96  -0.36  0.000
H  0.83  -1.50  0.69  -0.001
H  1.66  -0.60  1.97  0.001
H  3.30  -1.35  0.32  0.056
Na  -6.32  1.38  1.22  0.000
H  2.42  -0.80  -1.09  0.053
O  2.25  -1.52  -3.43  0.004
O  1.06  -1.76  -5.40  0.000
C  1.77  -1.55  -4.50  0.000

Computed properties:
Strongest force on any atom in eV Å⁻¹: 2.81
Multiplicity: 2
⟨S²⟩: 0.755
HOMO energy in eV: -8.17
Frontier orbital gap in eV: 6.78
Relative energy (zero: lowest compared OMol25 entry of this formula, charge and spin) in kJ/mol: 76.6